Here is a 5-piece molecular cluster, C53H119N2OP2 overall in a non-equilibrium geometry from OMol25. Energies are from ωB97M-V/def2-TZVPD.

Calculated values
molecular weight: 862.496 g mol⁻¹
net charge: +2
HOMO (spin up / spin down): -5.13 / -9.90 eV
spin multiplicity: 2

Last column: Löwdin spin population.
Geometry (Å):
C (0.001, -0.263, -0.338)  0.003
O (-1.216, -0.423, 0.358)  0.004
H (0.269, 0.793, -0.362)  0.002
H (0.759, -0.975, -0.011)  0.000
H (-0.146, -0.487, -1.394)  0.001
C (-1.633, -8.918, 3.218)  0.000
C (-2.408, -7.675, 3.013)  0.000
C (-1.523, -6.504, 2.752)  0.000
C (-2.332, -5.197, 2.710)  0.000
P (-1.933, -3.737, 1.712)  0.000
C (-1.549, -4.246, -0.042)  0.000
C (-2.869, -4.647, -0.778)  0.000
C (-2.801, -5.866, -1.785)  0.000
C (-2.706, -7.185, -0.993)  0.000
C (-3.470, -2.659, 1.889)  0.000
C (-3.817, -2.061, 3.281)  0.001
C (-5.151, -1.426, 3.347)  0.000
C (-5.547, -1.187, 4.791)  0.001
C (-0.525, -3.022, 2.611)  0.000
C (0.838, -3.537, 2.216)  0.000
C (1.949, -3.230, 3.196)  0.000
C (2.349, -1.730, 3.053)  0.001
H (-1.073, -9.281, 2.356)  0.000
H (-2.242, -9.699, 3.673)  0.000
H (-0.861, -8.729, 3.965)  0.000
H (-2.938, -7.497, 3.948)  0.000
H (-3.089, -7.802, 2.171)  0.000
H (-0.917, -6.682, 1.864)  0.000
H (-0.771, -6.515, 3.541)  0.000
H (-2.547, -4.854, 3.722)  0.000
H (-3.341, -5.414, 2.359)  0.000
H (-0.844, -5.076, 0.018)  0.000
H (-1.097, -3.340, -0.445)  0.000
H (-3.280, -3.796, -1.322)  0.000
H (-3.632, -4.853, -0.027)  0.000
H (-1.899, -5.767, -2.389)  0.000
H (-3.679, -5.745, -2.420)  0.000
H (-3.623, -7.356, -0.430)  0.000
H (-1.920, -7.278, -0.244)  0.000
H (-2.687, -7.981, -1.738)  0.000
H (-4.342, -3.205, 1.528)  0.000
H (-3.205, -1.776, 1.307)  0.000
H (-3.117, -1.330, 3.684)  0.002
H (-3.817, -2.912, 3.962)  0.000
H (-5.967, -1.938, 2.836)  0.000
H (-5.114, -0.507, 2.762)  0.000
H (-5.573, -2.061, 5.442)  0.000
H (-6.603, -0.921, 4.832)  0.000
H (-4.898, -0.470, 5.294)  0.001
H (-0.663, -3.004, 3.692)  0.000
H (-0.554, -1.943, 2.458)  0.000
H (1.200, -3.280, 1.220)  0.000
H (0.880, -4.626, 2.214)  0.000
H (2.805, -3.846, 2.919)  0.000
H (1.683, -3.382, 4.242)  0.000
H (3.128, -1.457, 3.765)  0.000
H (1.477, -1.115, 3.278)  0.001
H (2.826, -1.386, 2.135)  0.000
C (5.382, 1.979, 0.785)  0.003
C (4.551, 2.398, -0.477)  0.008
C (4.879, 1.445, -1.671)  0.002
C (4.401, 0.033, -1.398)  0.000
P (4.502, -0.947, -3.017)  0.000
C (6.181, -0.557, -3.695)  0.000
C (7.305, -0.699, -2.729)  0.000
C (8.667, -0.470, -3.483)  0.000
C (9.072, -1.274, -4.714)  0.000
C (3.117, -0.425, -4.116)  0.002
C (3.286, -0.812, -5.641)  0.000
C (2.116, -0.432, -6.451)  0.001
C (2.380, -0.927, -7.909)  0.000
C (4.420, -2.782, -2.585)  0.000
C (3.371, -3.142, -1.434)  0.000
C (1.885, -3.202, -1.870)  0.000
C (1.547, -4.105, -3.079)  0.000
H (6.374, 1.560, 0.616)  0.000
H (4.899, 1.172, 1.335)  0.000
H (5.340, 2.781, 1.522)  0.003
H (4.753, 3.408, -0.834)  0.005
H (3.539, 2.282, -0.090)  0.001
H (5.918, 1.546, -1.983)  0.000
H (4.431, 1.848, -2.580)  0.002
H (3.365, -0.041, -1.068)  0.000
H (5.081, -0.431, -0.684)  0.000
H (6.135, 0.502, -3.948)  0.000
H (6.340, -1.087, -4.634)  0.000
H (7.230, -1.700, -2.304)  0.000
H (7.386, 0.088, -1.979)  0.000
H (9.460, -0.447, -2.734)  0.000
H (8.732, 0.584, -3.752)  0.000
H (8.576, -0.845, -5.585)  0.000
H (9.034, -2.363, -4.681)  0.000
H (10.132, -1.044, -4.823)  0.000
H (3.133, 0.655, -3.963)  0.002
H (2.213, -0.797, -3.633)  0.000
H (3.422, -1.894, -5.667)  0.000
H (4.166, -0.337, -6.073)  0.000
H (1.885, 0.633, -6.470)  0.001
H (1.221, -0.934, -6.085)  0.000
H (2.699, -1.970, -7.897)  0.000
H (3.128, -0.260, -8.337)  0.000
H (1.468, -0.787, -8.489)  0.000
H (5.404, -3.047, -2.198)  0.000
H (4.333, -3.389, -3.486)  0.000
H (3.516, -2.408, -0.641)  0.000
H (3.680, -4.079, -0.970)  0.000
H (1.494, -2.191, -1.986)  0.000
H (1.433, -3.708, -1.018)  0.000
H (1.776, -3.694, -4.062)  0.000
H (0.495, -4.347, -2.933)  0.000
H (2.124, -5.028, -3.018)  0.000
C (-0.164, 4.123, 1.158)  0.074
C (1.208, 3.881, 1.898)  0.019
C (1.330, 4.778, 3.128)  0.039
C (1.398, 6.254, 2.629)  0.057
N (1.550, 7.301, 3.712)  0.002
C (1.586, 8.698, 3.106)  0.020
C (0.074, 9.030, 2.872)  0.041
C (-0.704, 8.241, 3.898)  0.068
C (0.354, 7.489, 4.663)  0.032
C (2.785, 7.087, 4.572)  0.016
H (-1.022, 3.853, 1.775)  0.024
H (-0.078, 3.549, 0.236)  0.006
H (-0.277, 5.164, 0.854)  0.045
H (2.006, 4.110, 1.191)  0.005
H (1.385, 2.837, 2.160)  0.002
H (2.216, 4.474, 3.686)  0.003
H (0.401, 4.640, 3.682)  0.026
H (0.551, 6.580, 2.025)  0.029
H (2.387, 6.408, 2.195)  0.011
H (1.984, 9.417, 3.822)  0.002
H (2.216, 8.607, 2.221)  0.012
H (0.026, 10.108, 3.029)  0.002
H (-0.224, 8.908, 1.830)  0.039
H (-1.289, 8.965, 4.466)  0.005
H (-1.435, 7.567, 3.451)  0.071
H (0.649, 8.069, 5.538)  0.003
H (0.031, 6.477, 4.908)  0.021
H (2.916, 6.155, 5.121)  0.002
H (2.739, 7.833, 5.365)  0.003
H (3.634, 7.164, 3.893)  0.005
C (-6.450, -1.095, -2.656)  0.000
C (-5.024, -0.636, -2.707)  0.000
C (-4.510, 0.206, -1.537)  0.001
C (-5.335, 1.472, -1.335)  0.000
N (-4.735, 2.424, -0.257)  0.001
C (-4.528, 1.690, 1.084)  0.003
C (-4.608, 2.923, 2.098)  0.035
C (-5.255, 4.026, 1.274)  0.035
C (-5.817, 3.475, 0.027)  0.004
C (-3.439, 3.135, -0.805)  0.009
C (-3.536, 3.911, -2.174)  0.007
C (-2.262, 4.637, -2.483)  0.035
H (-7.177, -0.288, -2.751)  0.000
H (-6.700, -1.684, -1.774)  0.000
H (-6.676, -1.821, -3.436)  0.000
H (-4.829, -0.120, -3.647)  0.000
H (-4.406, -1.521, -2.858)  0.000
H (-3.466, 0.457, -1.725)  0.001
H (-4.556, -0.350, -0.601)  0.000
H (-6.347, 1.273, -0.982)  0.000
H (-5.482, 2.069, -2.234)  0.000
H (-3.518, 1.283, 1.114)  0.002
H (-5.387, 1.065, 1.329)  0.000
H (-3.629, 3.268, 2.428)  0.033
H (-5.084, 2.615, 3.029)  0.004
H (-4.686, 4.893, 0.939)  0.036
H (-5.989, 4.466, 1.949)  0.004
H (-5.849, 4.191, -0.793)  0.003
H (-6.811, 3.029, 0.068)  0.000
H (-2.820, 2.241, -0.885)  0.001
H (-3.023, 3.741, 0.000)  0.012
H (-4.447, 4.495, -2.304)  0.002
H (-3.655, 3.103, -2.896)  0.001
H (-1.465, 4.009, -2.086)  0.006
H (-2.205, 5.576, -1.933)  0.028
H (-2.145, 4.770, -3.559)  0.002

Atomic forces in eV per Å
C -2.812 -0.151 0.429
O 0.576 -0.409 -0.115
H 0.956 0.315 0.382
H 0.881 0.152 0.404
H 0.066 -0.303 -0.917
C 1.050 -1.008 0.815
C -0.588 0.004 -0.180
C 0.817 0.747 -0.142
C -0.718 -0.314 -0.307
P -0.177 0.047 1.217
C -1.114 0.533 0.750
C 0.123 -0.191 -0.488
C 0.890 1.079 2.200
C -1.273 -0.028 -0.838
C 1.349 0.898 0.129
C 1.008 -2.105 0.074
C -1.050 0.463 -0.241
C -0.795 0.123 0.353
C 0.070 1.712 -0.603
C 0.628 -1.844 0.370
C 0.858 2.167 -0.762
C 0.405 -0.135 0.986
H -0.361 -0.097 -0.233
H -0.022 -0.196 -0.441
H 0.153 0.046 0.198
H -0.506 0.165 -0.172
H -0.430 0.081 0.169
H -0.178 0.133 -0.416
H 0.020 0.520 0.223
H 0.306 0.262 0.118
H -0.234 -0.455 -0.226
H 0.126 0.062 0.025
H 0.196 -0.080 -0.306
H 0.306 0.275 0.064
H -0.160 -0.376 -0.005
H -0.067 0.141 -0.250
H 0.054 -0.592 -0.005
H -0.229 0.111 0.010
H 0.412 0.222 -0.447
H 0.430 -0.330 0.331
H 0.160 0.019 -0.285
H -0.134 -0.107 -0.895
H 0.490 -0.180 -0.393
H -0.011 0.038 0.452
H 0.166 -0.734 0.036
H 0.057 0.454 0.327
H 0.549 -0.496 -0.391
H 0.105 0.788 0.047
H -0.237 0.247 -0.072
H -0.326 -0.979 0.135
H -0.089 0.310 -0.793
H -0.474 0.496 -0.123
H -0.683 -0.421 -0.210
H 0.033 -0.127 0.306
H -0.101 -0.338 -0.086
H -0.147 -0.116 0.491
H 0.083 0.222 -0.193
H -0.554 -0.501 -0.591
C -0.695 0.074 -0.002
C 1.394 -1.446 0.384
C -1.101 1.358 0.103
C 0.700 -0.859 -1.743
P 0.319 -0.839 1.174
C -1.644 0.932 -0.386
C 1.945 -0.529 -0.715
C -0.114 0.048 0.870
C 0.460 0.628 0.220
C 1.372 0.023 -0.226
C 0.546 0.179 2.355
C -1.098 -0.699 -1.723
C -0.604 1.065 0.845
C -0.425 0.567 0.833
C 0.535 0.585 -1.491
C 1.134 -0.596 0.082
C 0.478 0.195 0.830
H 0.287 0.712 -0.225
H -0.444 -0.237 -0.258
H 0.630 0.168 -0.134
H -0.071 0.075 0.447
H -0.363 0.298 -0.817
H 0.293 -0.408 0.772
H -0.735 0.063 -0.012
H -0.010 0.209 0.189
H -0.213 -0.326 0.082
H -0.279 0.156 -0.394
H -0.008 -0.239 0.091
H 0.542 0.060 0.441
H -0.785 -0.359 0.328
H 0.031 -0.759 0.235
H -0.541 0.221 -0.381
H -0.070 -0.485 -0.189
H -0.481 0.074 0.186
H 0.063 -0.045 -0.348
H -0.248 0.212 -0.250
H -0.142 -0.154 -0.249
H 0.095 -0.101 -0.234
H 0.267 -0.046 0.265
H 0.254 0.091 0.178
H -0.116 -0.019 0.163
H -0.005 0.103 -0.250
H 0.227 -0.358 -0.208
H 0.096 -0.296 -0.133
H 0.197 0.266 0.048
H -0.391 0.124 -0.118
H -0.225 0.128 0.062
H 0.014 -0.214 -0.340
H -0.280 -0.100 0.138
H -0.515 0.474 0.114
H -0.331 0.267 0.037
H -0.030 -0.070 -0.707
H -0.073 -0.178 0.115
C 1.637 -0.563 0.151
C -0.886 0.657 -0.612
C -0.530 0.734 -0.834
C 1.149 -0.180 1.549
N -0.421 0.938 2.728
C -0.915 -0.779 -0.634
C 1.633 1.067 -0.841
C -0.419 0.404 -0.464
C -0.441 -1.158 -0.224
C 0.003 0.242 -0.376
H 0.013 -0.162 -0.109
H -0.587 -0.255 -0.081
H -0.043 0.034 0.084
H 0.146 0.152 -0.092
H -0.431 -0.055 0.115
H -0.121 0.324 0.276
H 0.206 -0.054 0.479
H 0.155 -0.218 -0.208
H -0.286 -0.279 -1.100
H 0.276 -0.416 0.052
H -0.047 0.418 -0.088
H -0.326 0.014 0.125
H -0.074 -0.485 0.001
H 0.164 -0.376 0.568
H 0.061 -0.209 -0.268
H 0.428 -0.329 -0.080
H -0.050 0.091 0.498
H -0.861 -0.360 -0.524
H 0.399 0.337 -0.414
H 0.137 0.366 0.278
C -0.944 -0.512 0.021
C 0.652 -0.192 -0.457
C -0.353 0.208 -0.147
C 0.453 0.513 0.598
N -1.595 -0.476 -1.856
C 0.591 3.119 0.589
C 1.231 -0.865 -0.988
C -1.543 1.821 1.852
C 0.489 -0.793 -0.494
C -0.549 -0.774 0.315
C -1.152 -2.062 0.591
C 0.307 0.010 0.677
H -0.023 0.035 0.064
H 0.166 0.309 0.482
H 0.147 0.264 -0.407
H -0.228 0.454 -0.057
H 0.281 -0.106 0.529
H 0.060 -0.062 0.149
H 0.173 -0.224 -0.034
H 0.107 -0.313 0.164
H 0.334 -0.014 -0.085
H -0.292 -0.737 -0.249
H 0.322 -0.359 -0.725
H 0.311 -0.227 -0.181
H -0.532 0.230 -0.299
H 0.921 -0.231 0.708
H -0.432 0.229 -0.425
H 0.145 -0.095 0.058
H 0.224 -0.431 0.271
H 0.587 0.359 -0.310
H -0.227 0.073 0.039
H 0.125 0.314 0.386
H 0.030 -0.002 -0.315
H 0.407 0.107 -0.327
H 0.054 0.145 -0.238
H 0.087 0.180 0.171